# 1
Formula: C33H45BrCl54F6P
Source: OMol25
Level of theory: ωB97M-V with the def2-TZVPD basis set

```
140
Properties=species:S:1:pos:R:3:lowdin_charge:R:1
C 9.72 2.42 2.10 -0.171
C 9.69 2.91 0.62 -0.240
C 9.35 1.81 -0.43 -0.218
C 8.24 0.81 0.01 -0.213
C 8.78 -0.41 0.83 -0.208
C 8.49 -1.81 0.21 -0.201
C 7.34 -2.54 0.97 -0.234
C 5.94 -1.94 0.59 -0.190
C 4.83 -2.91 1.14 -0.233
C 3.49 -2.14 1.39 -0.176
C 2.52 -2.24 0.15 -0.179
C 1.03 -2.21 0.60 -0.234
C 0.33 -0.85 0.22 -0.293
P -0.46 0.00 1.64 0.725
F 0.19 -0.44 3.01 -0.136
Br -2.57 -0.62 1.70 0.587
C -0.22 1.87 1.53 -0.505
F -0.81 2.43 2.60 0.084
F 1.11 2.08 1.59 0.067
C -0.79 2.50 0.21 -0.578
F -1.03 3.79 0.45 0.178
F -1.94 1.94 -0.19 0.146
F 0.10 2.37 -0.77 0.191
H 8.71 2.31 2.55 -0.019
H 10.28 3.16 2.71 0.047
H 10.24 1.45 2.22 0.069
H 10.72 3.27 0.39 0.106
H 9.02 3.79 0.58 0.091
H 10.23 1.26 -0.80 0.113
H 8.95 2.35 -1.32 0.103
H 7.39 1.33 0.50 0.105
H 7.81 0.39 -0.93 0.098
H 9.88 -0.27 0.92 0.097
H 8.37 -0.36 1.86 0.106
H 8.33 -1.81 -0.88 0.110
H 9.39 -2.43 0.39 0.102
H 7.47 -2.52 2.06 0.116
H 7.33 -3.61 0.67 0.053
H 5.82 -0.92 1.01 0.103
H 5.90 -1.90 -0.51 0.117
H 5.15 -3.40 2.08 0.083
H 4.70 -3.70 0.38 0.056
H 3.74 -1.07 1.53 0.104
H 2.97 -2.60 2.25 0.097
H 2.78 -1.38 -0.51 0.113
H 2.70 -3.15 -0.44 0.068
H 0.45 -3.02 0.11 0.087
H 0.96 -2.42 1.69 0.034
H 1.05 -0.11 -0.20 0.099
H -0.41 -1.06 -0.58 -0.017
C -0.85 -1.63 -3.86 -1.507
Cl -1.41 -2.16 -2.26 0.569
Cl 0.72 -0.82 -3.72 0.543
Cl -0.76 -2.99 -4.96 0.570
H -1.57 -0.92 -4.25 0.020
C -5.71 -0.62 -0.44 -1.562
Cl -5.18 -1.34 -1.96 0.541
Cl -7.38 -0.08 -0.56 0.553
Cl -5.51 -1.76 0.89 0.499
H -5.09 0.25 -0.24 -0.017
C 1.80 5.37 1.59 -1.543
Cl 0.72 5.42 2.99 0.531
Cl 2.40 6.98 1.21 0.564
Cl 3.15 4.27 1.90 0.541
H 1.24 5.00 0.74 -0.008
C 7.79 -6.96 1.69 -1.505
Cl 6.40 -5.87 1.85 0.535
Cl 7.44 -8.26 0.55 0.518
Cl 9.23 -6.06 1.19 0.548
H 7.99 -7.40 2.66 0.018
C 1.97 -6.30 0.05 -1.523
Cl 1.42 -7.98 0.02 0.536
Cl 3.68 -6.21 0.48 0.546
Cl 1.67 -5.52 -1.51 0.534
H 1.40 -5.77 0.81 -0.066
C 2.84 3.12 5.92 -1.539
Cl 2.37 3.96 7.39 0.549
Cl 3.64 1.59 6.29 0.528
Cl 1.43 2.85 4.88 0.490
H 3.54 3.75 5.38 0.009
C -9.02 0.61 2.83 -1.540
Cl -8.56 -0.76 3.84 0.532
Cl -10.77 0.89 2.92 0.569
Cl -8.14 2.06 3.30 0.527
H -8.77 0.38 1.80 -0.045
C -13.02 -1.28 0.80 -1.568
Cl -13.33 -2.94 1.32 0.526
Cl -12.57 -1.24 -0.91 0.516
Cl -14.43 -0.26 1.09 0.524
H -12.19 -0.89 1.38 -0.054
C -0.29 -3.92 4.32 -1.529
Cl 0.25 -4.68 2.81 0.590
Cl -1.95 -3.34 4.16 0.519
Cl -0.15 -5.05 5.66 0.575
H 0.35 -3.07 4.52 0.010
C -3.64 6.32 -0.01 -1.549
Cl -3.86 6.81 -1.69 0.533
Cl -3.13 7.69 0.98 0.546
Cl -5.12 5.60 0.63 0.529
H -2.85 5.57 0.02 -0.017
C -1.82 -9.34 -2.23 -1.539
Cl -0.71 -10.60 -2.78 0.532
Cl -2.57 -9.79 -0.70 0.525
Cl -0.97 -7.80 -2.08 0.474
H -2.60 -9.23 -2.97 0.013
C 8.21 5.51 4.07 -1.515
Cl 7.79 3.79 4.02 0.575
Cl 9.91 5.72 4.51 0.544
Cl 7.87 6.28 2.52 0.528
H 7.60 5.98 4.83 0.011
C -6.36 3.89 -2.95 -1.526
Cl -7.82 4.70 -2.41 0.544
Cl -6.16 2.34 -2.12 0.510
Cl -6.38 3.66 -4.70 0.535
H -5.51 4.52 -2.70 -0.035
C 6.61 -11.36 -2.09 -1.545
Cl 5.54 -11.35 -0.69 0.511
Cl 7.15 -9.73 -2.48 0.502
Cl 7.99 -12.42 -1.81 0.530
H 6.05 -11.75 -2.94 0.013
C -9.30 5.17 -6.43 -1.542
Cl -9.53 5.64 -8.12 0.512
Cl -8.78 6.56 -5.46 0.508
Cl -10.78 4.48 -5.76 0.507
H -8.52 4.42 -6.38 -0.029
C -13.43 2.82 -8.71 -1.534
Cl -14.02 2.34 -7.11 0.518
Cl -11.84 3.57 -8.58 0.477
Cl -13.38 1.42 -9.80 0.523
H -14.12 3.54 -9.12 0.015
C -3.01 5.95 -5.99 -1.536
Cl -2.47 5.23 -7.51 0.538
Cl -4.68 6.51 -6.12 0.521
Cl -2.84 4.79 -4.67 0.484
H -2.38 6.81 -5.78 0.016
C -11.22 4.89 3.76 -1.561
Cl -11.91 5.17 5.36 0.530
Cl -12.31 5.46 2.49 0.526
Cl -9.64 5.67 3.62 0.502
H -11.08 3.82 3.63 -0.036
```

DFT total energy = -806790.1988 eV
Multiplicity = 1
Total charge = +1
HOMO-LUMO gap = 7.600 eV

# 2
Formula: C33H45BrMoN7O2PS5Sb
Source: OMol25
Level of theory: ωB97M-V with the def2-TZVPD basis set

```
96
Properties=species:S:1:pos:R:3:lowdin_charge:R:1
Mo -1.13 0.16 -1.57 1.180
S -4.80 -0.32 -4.53 -0.074
Sb -2.62 -0.58 -4.53 -0.012
S -2.11 -1.69 -2.12 0.233
S -1.52 1.36 -3.63 0.081
S -1.20 -1.86 -5.65 -0.094
C 0.88 4.84 -0.81 -0.036
C 1.70 3.73 -0.88 -0.040
C 1.13 2.49 -1.07 -0.152
N -0.19 2.32 -1.21 -0.089
C -0.99 3.39 -1.14 -0.146
C -0.49 4.67 -0.93 -0.024
H 1.30 5.83 -0.66 0.120
H 2.78 3.82 -0.79 0.117
H 1.74 1.60 -1.11 0.081
H -2.04 3.21 -1.26 0.089
H -1.18 5.50 -0.89 0.119
N -0.06 -0.30 -0.24 -0.316
P 0.54 -0.54 1.26 0.661
N 0.01 -1.97 1.86 -0.168
C 0.61 -3.20 1.30 -0.183
C -0.38 -3.91 0.39 -0.176
C -1.62 -4.37 1.18 -0.167
C -1.73 -3.62 2.51 -0.170
C -1.39 -2.15 2.36 -0.171
N 0.12 0.70 2.22 -0.181
C 0.98 1.90 2.39 -0.175
C 0.84 2.44 3.83 -0.158
C 0.25 1.39 4.76 -0.185
C -1.15 0.99 4.30 -0.154
C -1.22 0.97 2.77 -0.175
N 2.16 -0.60 1.18 -0.203
C 2.93 -0.71 -0.07 -0.208
C 4.29 -0.06 0.12 -0.158
C 5.11 -0.82 1.17 -0.170
C 4.20 -1.60 2.13 -0.171
C 2.93 -0.84 2.43 -0.179
H 0.92 -3.84 2.12 0.129
H 1.52 -2.93 0.76 0.094
H 0.12 -4.75 -0.11 0.119
H -0.68 -3.21 -0.40 0.027
H -1.56 -5.44 1.38 0.113
H -2.51 -4.21 0.58 0.111
H -1.08 -4.07 3.26 0.116
H -2.74 -3.69 2.91 0.123
H -1.49 -1.65 3.32 0.103
H -2.10 -1.68 1.67 0.093
H 0.66 2.66 1.66 0.102
H 2.01 1.63 2.15 0.090
H 0.20 3.33 3.83 0.116
H 1.82 2.77 4.18 0.113
H 0.22 1.77 5.78 0.116
H 0.90 0.51 4.78 0.106
H -1.90 1.69 4.67 0.119
H -1.41 0.01 4.71 0.101
H -1.52 1.95 2.38 0.129
H -1.95 0.27 2.38 0.074
H 2.37 -0.23 -0.87 0.062
H 3.05 -1.75 -0.37 0.117
H 4.13 0.98 0.43 0.111
H 4.81 -0.02 -0.84 0.116
H 5.73 -0.12 1.73 0.113
H 5.80 -1.52 0.69 0.114
H 4.72 -1.82 3.07 0.121
H 3.94 -2.58 1.71 0.111
H 3.17 0.12 2.90 0.115
H 2.30 -1.39 3.13 0.115
N 3.96 -3.12 -5.67 0.115
C 4.18 -2.03 -4.93 -0.859
S 5.63 -1.31 -4.71 0.701
C 2.97 -1.52 -4.22 -0.239
C 2.61 -0.18 -4.31 0.004
C 1.50 0.26 -3.63 -0.162
N 0.77 -0.53 -2.84 -0.108
C 1.12 -1.82 -2.74 -0.185
C 2.19 -2.36 -3.43 0.002
H 4.73 -3.51 -6.19 0.109
H 3.03 -3.43 -5.89 0.118
H 3.20 0.50 -4.91 0.121
H 1.15 1.28 -3.74 0.067
H 0.51 -2.44 -2.10 0.063
H 2.42 -3.41 -3.33 0.131
Br -8.43 2.53 1.55 0.768
C -7.00 2.42 0.33 -0.675
C -7.06 3.14 -0.86 -0.104
C -6.00 3.06 -1.76 -0.049
C -4.89 2.29 -1.48 -0.029
C -4.85 1.57 -0.28 -0.133
C -5.91 1.63 0.62 -0.055
C -3.71 0.69 0.05 -0.509
O -3.73 -0.17 0.89 0.098
O -2.59 0.94 -0.65 -0.344
H -7.92 3.75 -1.08 0.108
H -6.06 3.61 -2.70 0.116
H -4.08 2.20 -2.19 0.077
H -5.87 1.05 1.53 0.117
```

DFT total energy = -191377.5599 eV
Multiplicity = 1
ΔE to the lowest compared entry with this formula, charge and spin = 1.3517 eV
Total charge = +1
HOMO-LUMO gap = 6.053 eV